{"formula": "C47H88O24S5", "method": "wB97M-V/def2-TZVPD", "orbital_gap_ev": 9.68, "species": ["C", "C", "C", "O", "C", "O", "O", "H", "H", "H", "H", "H", "H", "C", "C", "C", "O", "C", "O", "O", "H", "H", "H", "H", "H", "H", "C", "C", "C", "O", "C", "O", "O", "H", "H", "H", "H", "H", "H", "C", "C", "O", "C", "H", "H", "H", "H", "H", "H", "C", "C", "O", "C", "H", "H", "H", "H", "H", "H", "C", "C", "O", "C", "H", "H", "H", "H", "H", "H", "C", "C", "O", "C", "H", "H", "H", "H", "H", "H", "C", "C", "O", "C", "H", "H", "H", "H", "H", "H", "C", "C", "C", "S", "O", "O", "C", "H", "H", "H", "H", "H", "H", "H", "H", "C", "C", "C", "S", "O", "O", "C", "H", "H", "H", "H", "H", "H", "H", "H", "C", "C", "C", "S", "O", "O", "C", "H", "H", "H", "H", "H", "H", "H", "H", "C", "C", "C", "S", "O", "O", "C", "H", "H", "H", "H", "H", "H", "H", "H", "C", "C", "C", "S", "O", "O", "C", "H", "H", "H", "H", "H", "H", "H", "H"], "coordinates": [[-0.7228, 6.1392, 2.1228], [-1.2048, 4.9343, 1.3580], [-0.1258, 4.1859, 0.6058], [-0.4794, 2.8091, 0.8251], [-1.3857, 2.7397, 1.8347], [-1.8973, 1.7451, 2.2569], [-1.6862, 3.9606, 2.3127], [-1.5069, 6.5197, 2.7769], [-0.5070, 6.9582, 1.4322], [0.1807, 5.9026, 2.6830], [-2.0734, 5.1322, 0.7328], [0.8723, 4.4804, 0.9205], [-0.3017, 4.4057, -0.4472], [4.8901, -0.9996, 0.6614], [5.5490, -1.2520, 1.9887], [6.9988, -0.8367, 2.1065], [7.1098, -0.1716, 3.3483], [5.8836, 0.1361, 3.7906], [5.6291, 0.8109, 4.7471], [4.9568, -0.3108, 2.9319], [3.9694, -1.5500, 0.4641], [5.5042, -1.3551, -0.1774], [4.6824, 0.0479, 0.4450], [5.3063, -2.2630, 2.3189], [7.2731, -0.1956, 1.2640], [7.6420, -1.7174, 2.0868], [-1.8781, -5.2479, -3.4002], [-2.5644, -5.3502, -2.0488], [-2.2075, -6.5938, -1.1995], [-1.8151, -6.0631, 0.0538], [-1.7468, -4.7181, 0.0086], [-1.4057, -4.0286, 0.9162], [-2.0705, -4.2732, -1.2089], [-2.3334, -4.3887, -3.8993], [-2.0341, -6.1307, -4.0148], [-0.8288, -5.0002, -3.2522], [-3.6256, -5.1029, -2.0706], [-1.4272, -7.1760, -1.6883], [-3.0810, -7.2379, -1.1028], [2.3877, 1.3486, 3.8192], [1.6863, 1.3996, 5.1631], [0.7515, 0.6680, 5.4056], [2.1919, 2.3564, 6.2271], [1.8300, 2.1392, 3.2964], [2.3691, 0.3557, 3.3848], [3.3976, 1.7482, 3.8973], [1.6018, 2.1864, 7.1244], [2.0278, 3.3829, 5.8845], [3.2517, 2.2498, 6.4552], [0.3305, -2.3399, 3.4318], [1.6729, -2.9871, 3.1416], [2.5672, -2.3313, 2.6438], [1.8484, -4.4510, 3.4159], [0.5160, -1.2761, 3.3052], [0.0196, -2.5752, 4.4509], [-0.4544, -2.7268, 2.7809], [1.4215, -4.6880, 4.3955], [2.8981, -4.7328, 3.4358], [1.2934, -5.0614, 2.7004], [-1.2122, -1.3088, -4.0949], [-0.4532, -0.4988, -5.1184], [-0.8103, 0.6431, -5.3441], [0.8414, -1.0350, -5.6493], [-0.4727, -1.8042, -3.4673], [-1.8010, -2.0281, -4.6696], [-1.7913, -0.5925, -3.5235], [0.6843, -2.0909, -5.8962], [1.5712, -0.9844, -4.8418], [1.1008, -0.4982, -6.5564], [0.9788, -0.0980, 0.7311], [0.0414, -0.4752, -0.4071], [0.4482, -0.5333, -1.5484], [-1.4266, -0.7096, -0.1187], [1.6332, 0.6941, 0.3741], [1.4853, -0.9865, 1.1077], [0.3479, 0.3179, 1.5200], [-1.7379, -1.5385, -0.7569], [-1.9693, 0.2193, -0.2877], [-1.5242, -1.0923, 0.8998], [-4.5297, -0.5905, -3.0651], [-4.6327, -2.0856, -2.8939], [-4.2159, -2.8192, -3.7644], [-5.2015, -2.6502, -1.6153], [-4.0761, -0.1219, -2.1869], [-5.5192, -0.1499, -3.2227], [-3.9164, -0.2489, -3.8966], [-4.7256, -2.2186, -0.7350], [-5.0463, -3.7285, -1.5868], [-6.2871, -2.5382, -1.5831], [4.0554, 2.8647, 1.0426], [3.5911, 2.7604, -0.4384], [4.1748, 3.8784, -1.2409], [3.9495, 5.3229, -0.1367], [2.5604, 5.7311, -0.1148], [4.9478, 6.3273, -0.4333], [4.2698, 4.3513, 1.3900], [4.9953, 2.3151, 1.1028], [3.3587, 2.3396, 1.6903], [2.4970, 2.7575, -0.4614], [3.8975, 1.7823, -0.8161], [3.8512, 4.1859, -2.2351], [5.2669, 3.8174, -1.2890], [3.7835, 4.8530, 2.2260], [5.3209, 4.5036, 1.6488], [-0.1654, 3.2304, -3.4282], [0.5299, 2.6468, -2.2034], [1.6192, 1.7171, -2.7022], [2.3848, 2.6452, -4.0323], [2.7786, 1.7414, -5.0880], [3.3344, 3.5606, -3.4193], [0.8298, 3.4915, -4.5507], [-0.7488, 4.1118, -3.1513], [-0.9320, 2.5206, -3.7436], [-0.1143, 2.0942, -1.5189], [1.0489, 3.4418, -1.6532], [1.2069, 0.8092, -3.1468], [2.3665, 1.4434, -1.9619], [0.4957, 2.9522, -5.4352], [1.0790, 4.5173, -4.8101], [-5.7964, 2.4269, -0.3320], [-6.1769, 3.4980, -1.3436], [-5.1077, 3.4201, -2.4155], [-3.5496, 3.1972, -1.4731], [-2.9466, 4.4977, -1.2320], [-2.8073, 2.1008, -2.0695], [-4.3469, 2.7194, 0.0853], [-5.8136, 1.4391, -0.8019], [-6.4478, 2.3481, 0.5357], [-6.1657, 4.4994, -0.8953], [-7.2298, 3.4131, -1.6172], [-4.9961, 4.2607, -3.0953], [-5.2306, 2.5078, -3.0009], [-4.3669, 3.6399, 0.6668], [-3.8638, 1.8729, 0.5637], [2.7053, -3.0441, -1.8459], [3.9863, -3.8011, -1.6134], [3.7232, -5.2817, -1.8145], [2.0586, -5.5153, -1.1667], [2.1201, -6.1296, 0.1342], [1.2745, -6.0882, -2.2320], [1.6328, -3.7502, -0.9672], [2.4093, -3.0264, -2.8993], [2.7030, -1.9827, -1.5893], [4.3078, -3.7419, -0.5639], [4.8051, -3.3272, -2.1569], [4.4472, -6.0128, -1.4681], [3.5852, -5.5102, -2.8762], [1.7611, -3.4395, 0.0704], [0.5664, -3.6864, -1.1815], [-2.9854, -1.3587, 3.5902], [-3.6508, -0.5343, 4.7037], [-4.6305, 0.3784, 3.9557], [-5.5024, -0.7722, 2.8612], [-5.9383, -0.1190, 1.6483], [-6.3987, -1.5403, 3.7039], [-4.0536, -1.8137, 2.5755], [-2.3818, -2.1718, 3.9861], [-2.3146, -0.7063, 3.0275], [-2.9106, 0.1111, 5.1777], [-4.0738, -1.2063, 5.4468], [-4.1368, 1.1390, 3.3558], [-5.4266, 0.7569, 4.5974], [-3.6477, -1.5826, 1.5910], [-4.3523, -2.8569, 2.6394]], "forces_ev_per_a": [[-0.214, 0.446, -0.414], [-0.237, 0.498, 0.905], [-1.147, 0.634, -0.665], [-0.097, -0.222, 0.629], [-0.202, 0.565, 0.280], [0.344, -0.488, -0.280], [0.319, -0.650, -0.264], [0.057, -0.180, 0.158], [0.197, -0.131, -0.050], [-0.057, 0.041, 0.109], [0.242, 0.301, -0.178], [0.160, -0.549, 0.013], [0.510, -0.132, 0.025], [0.035, -0.446, -1.617], [-1.221, 0.963, 0.284], [0.412, -0.984, -0.925], [0.492, -0.126, 0.248], [-0.722, 0.989, 0.052], [0.385, -0.453, -0.234], [-0.354, -0.661, 0.159], [-0.179, 0.053, 0.759], [0.392, 0.104, 0.247], [0.165, 0.111, 0.373], [0.262, 0.046, 0.225], [0.090, 0.262, 0.278], [0.186, 0.192, 0.162], [-0.737, 0.892, 0.254], [0.495, 0.243, 0.390], [-0.754, 0.215, -1.128], [0.055, -0.107, 0.423], [0.071, -0.671, -0.650], [0.119, 0.342, 0.445], [0.263, 0.441, 0.101], [0.045, -0.167, -0.194], [0.148, -0.113, 0.064], [0.134, -0.484, -0.022], [-0.084, -0.698, -0.466], [0.375, 0.162, 0.366], [0.035, 0.005, 0.366], [-0.251, 1.285, 0.930], [0.608, -0.858, 0.492], [-0.107, 0.077, -0.183], [-0.399, 0.174, -0.196], [-0.057, -0.472, -0.652], [-0.182, 0.097, -0.256], [0.114, -0.305, 0.084], [0.019, 0.073, 0.033], [0.078, 0.019, 0.037], [0.046, -0.159, -0.236], [0.748, -0.205, 0.183], [-0.422, -0.217, -0.432], [0.200, 0.031, -0.012], [-0.182, -0.172, 0.721], [-0.546, 0.077, 0.149], [0.057, 0.175, 0.065], [0.158, 0.005, -0.246], [-0.019, 0.014, -0.043], [0.015, 0.038, -0.260], [0.077, 0.121, -0.190], [0.734, 0.081, -0.878], [0.056, 1.155, 1.093], [0.049, -0.199, -0.490], [-0.878, -0.731, -0.502], [-0.257, -0.244, 0.133], [-0.261, -0.093, 0.449], [-0.257, -0.296, 0.114], [0.228, -0.012, 0.045], [0.233, 0.190, -0.191], [0.439, 0.155, 0.223], [-1.339, 0.225, -0.274], [0.078, 0.351, 0.000], [0.188, -0.383, 0.043], [0.796, -0.966, 0.365], [0.392, -0.232, 0.019], [0.267, 0.143, -0.014], [0.250, -0.073, 0.205], [-0.300, 0.336, -0.308], [-0.156, -0.061, 0.029], [-0.205, 0.428, 0.092], [-0.100, 0.637, 0.316], [0.606, 0.042, -0.450], [-0.139, -0.221, 0.036], [-0.113, -0.412, -0.043], [-0.265, -0.084, 0.161], [-0.091, -0.101, 0.263], [-0.024, -0.571, -0.210], [-0.232, 0.239, 0.013], [0.166, 0.072, -0.139], [0.041, 0.461, 0.156], [-0.178, 0.278, -0.519], [-0.585, -0.709, 0.336], [1.411, 2.382, 2.299], [0.726, -1.081, -0.502], [-0.198, -0.134, 0.102], [-0.252, -0.288, 0.493], [1.087, 0.595, 0.113], [0.154, 0.252, 0.259], [-0.066, 0.184, 0.020], [0.156, 0.238, -0.004], [0.086, 0.083, -0.072], [0.017, 0.032, 1.637], [0.056, -0.186, 0.084], [-0.729, -0.476, -0.117], [0.069, 0.097, -0.385], [-1.091, 0.174, 0.452], [0.944, 0.034, 0.290], [-0.014, -0.195, -0.696], [-1.539, -0.766, -0.304], [0.566, 0.273, 0.107], [-1.189, -0.864, -3.491], [0.648, -0.581, 0.021], [0.272, 0.172, -0.006], [0.281, -0.081, -0.253], [-0.218, 0.310, -0.185], [-0.282, -0.027, -0.004], [0.079, 0.226, -0.023], [-0.138, -0.020, -0.294], [0.284, 0.056, -0.135], [-0.095, 0.107, 0.260], [0.396, -0.447, 0.155], [-0.415, 0.718, 0.663], [0.154, -0.440, -0.188], [-0.861, -0.036, 0.162], [0.231, -0.492, -0.503], [-0.026, 0.542, 0.412], [-0.744, 0.118, -0.575], [-0.154, 0.020, -0.072], [0.007, 0.188, 0.014], [0.320, -0.106, 0.228], [0.241, -0.373, -0.735], [0.014, 0.144, 0.172], [0.141, -0.007, -0.036], [0.427, -0.161, 0.303], [0.235, 0.139, 0.052], [-1.762, 0.385, 0.144], [1.046, 0.230, 1.101], [-0.364, 0.049, -1.716], [0.501, 0.578, 0.717], [-0.196, -0.283, 0.030], [-0.408, -0.073, 0.093], [0.530, -0.446, -0.362], [0.080, -0.411, -0.030], [0.396, -0.070, 0.238], [-0.262, 0.459, 0.042], [0.044, -0.566, -0.386], [-0.094, 0.204, 0.632], [0.024, 0.109, -0.016], [0.180, -0.368, 0.107], [0.130, 0.332, -0.508], [0.020, 0.170, -0.102], [0.621, 0.466, -0.711], [-1.006, -0.938, 0.410], [1.141, -0.245, 0.954], [-0.252, -0.116, -0.020], [-0.118, 0.374, -0.605], [0.421, 0.177, -0.263], [-0.196, -0.136, -0.039], [0.121, 0.063, 0.241], [0.075, -0.201, 0.167], [-0.475, 0.285, 0.001], [0.075, 0.047, 0.085], [0.144, 0.368, -0.072], [-0.404, -0.242, -0.200], [-0.082, 0.028, 0.061]]}